ORCA calculation (ωB97M-V with the def2-TZVPD basis set) on one molecule with the formula CH4N2O2S.

HOMO-LUMO gap	11.4547	eV
E_HOMO	-10.82	eV
lowest unoccupied orbital energy	0.64	eV
SMILES	CN1NS1(=O)=O
2S+1	1
charge	0
energy above the lowest of the compared OMol25 structures with the same formula, charge and spin	80.3	kcal/mol

Each line ends with the natural charge from an NBO analysis.
Element x y z (Å)
C  -0.35855  0.13596  -0.44297  -0.43
N  1.77113  -0.36935  0.62615  -0.72
N  0.20415  -0.31352  0.78566  -0.47
O  1.30701  0.40163  3.12245  -0.88
O  1.03520  2.11658  1.46381  -0.87
S  1.08455  0.75149  1.75548  2.35
H  -0.13935  -0.69093  -1.05608  0.22
H  -1.35324  0.12940  -0.31498  0.21
H  -0.03779  1.09714  -0.66277  0.21
H  2.04139  -1.32271  0.86025  0.39